C5H14NO | ωB97M-V with the def2-TZVPD basis set

## Properties
SMILES string = CC(C)[C@H]([NH3+])CO
E_HOMO = -15.18 eV
relative energy (zero: lowest compared OMol25 entry of this formula, charge and spin) = 106.4 kJ/mol
max |F| = 0.040 Eh/bohr
total charge = +1
frontier orbital gap = 11.89 eV

XYZ file:
```
21
Properties=species:S:1:pos:R:3:forces:R:3:mulliken_charge:R:1
C 1.17162 -0.45756 1.31503 0.7 -1.1 -0.6 -1.52
C 1.07178 -0.47245 -0.23127 1.0 1.5 0.7 0.06
C 2.20959 0.41667 -0.82506 0.1 -0.6 -0.3 -1.41
C -0.27718 0.05518 -0.69089 -0.7 -0.7 -0.8 -0.15
N -0.53130 1.41344 -0.10702 1.4 0.2 -0.3 -0.21
C -1.47177 -0.87888 -0.35054 0.6 0.0 0.5 -0.63
O -2.10314 -0.33254 0.79378 -0.3 0.3 0.0 -0.56
H 0.24773 -0.73441 1.78427 -0.7 0.6 0.4 0.34
H 1.66451 0.45259 1.63890 -0.5 0.3 0.5 0.47
H 1.82182 -1.25869 1.68070 0.3 0.1 -0.4 0.40
H 1.23552 -1.46494 -0.59336 -0.4 -0.7 -0.3 0.56
H 2.99738 0.61895 -0.10196 -0.2 0.2 0.1 0.37
H 2.73061 -0.08021 -1.64170 -0.2 -0.2 -0.1 0.36
H 1.84833 1.34203 -1.27822 0.0 0.2 0.3 0.37
H -0.28062 0.20799 -1.76215 0.2 -0.1 -0.3 0.52
H 0.31364 1.71017 0.38533 0.1 0.4 -0.4 0.29
H -0.86684 2.11260 -0.76444 0.3 0.0 -0.1 0.34
H -1.20567 1.32497 0.61001 -1.6 -0.4 1.2 0.31
H -1.02821 -1.82540 -0.07175 0.0 -0.4 -0.1 0.33
H -2.12030 -1.05772 -1.20576 -0.2 0.3 0.1 0.44
H -3.01468 -0.61873 0.90982 0.0 -0.2 -0.1 0.33
```
Forces are in eV/Å.